No. 1
{"formula": "C35H53CrNOP3", "method": "wB97M-V/def2-TZVPD", "homo_energy_ev": [-13.51, -13.51], "multiplicity": 4, "homo_lumo_gap_ev": [6.61, 5.48], "lumo_energy_ev": [-6.90, -8.03], "charge": 2, "species": ["Cr", "P", "P", "N", "C", "H", "H", "C", "H", "H", "C", "H", "H", "C", "H", "H", "C", "C", "H", "H", "H", "C", "C", "H", "H", "H", "C", "C", "H", "H", "H", "C", "C", "H", "H", "H", "C", "O", "C", "H", "H", "H", "C", "H", "H", "H", "C", "H", "H", "H", "C", "H", "H", "H", "H", "H", "H", "H", "H", "H", "C", "C", "C", "C", "C", "C", "P", "C", "C", "C", "C", "C", "C", "C", "C", "C", "C", "C", "C", "H", "H", "H", "H", "H", "H", "H", "H", "H", "H", "H", "H", "H", "H", "H"], "positions_angstrom": [[-0.13, -1.09, -1.11], [-1.80, -0.19, -2.34], [1.67, -2.24, -0.37], [-0.01, -2.41, -2.71], [-1.79, -1.23, -3.87], [-2.78, -1.30, -4.36], [-1.08, -0.76, -4.58], [-1.24, -2.60, -3.45], [-2.03, -3.15, -2.87], [-1.06, -3.22, -4.36], [0.61, -3.69, -2.40], [0.75, -4.29, -3.33], [-0.02, -4.34, -1.73], [1.97, -3.46, -1.74], [2.64, -2.97, -2.46], [2.44, -4.39, -1.39], [1.40, -3.32, 1.14], [0.82, -2.54, 2.34], [0.49, -3.25, 3.12], [-0.04, -1.92, 2.05], [1.58, -1.87, 2.79], [3.29, -1.31, -0.21], [3.32, -0.38, 1.02], [4.16, 0.32, 0.95], [3.45, -0.97, 1.95], [2.39, 0.20, 1.11], [-1.56, 1.57, -2.97], [-1.75, 2.62, -1.86], [-1.37, 3.60, -2.20], [-1.22, 2.34, -0.93], [-2.82, 2.74, -1.61], [-3.54, -0.39, -1.66], [-3.68, 0.13, -0.22], [-4.65, -0.20, 0.20], [-3.67, 1.24, -0.19], [-2.88, -0.24, 0.43], [-1.24, -2.18, -0.30], [-1.98, -2.94, 0.21], [4.58, -2.15, -0.32], [4.74, -2.76, 0.58], [4.57, -2.81, -1.20], [5.45, -1.47, -0.42], [-2.33, 1.95, -4.25], [-1.96, 2.92, -4.63], [-2.21, 1.20, -5.05], [-3.41, 2.06, -4.05], [-4.67, 0.11, -2.56], [-5.64, -0.26, -2.19], [-4.73, 1.22, -2.55], [-4.56, -0.22, -3.61], [2.59, -4.19, 1.57], [3.38, -3.59, 2.05], [2.26, -4.95, 2.30], [3.05, -4.73, 0.72], [0.60, -3.99, 0.77], [-3.60, -1.50, -1.62], [3.24, -0.66, -1.11], [-0.48, 1.54, -3.23], [1.55, 0.25, -3.36], [1.69, 0.66, -2.68], [2.23, 1.85, 5.03], [1.41, 0.75, 4.90], [0.78, 0.48, 3.68], [0.94, 1.31, 2.53], [1.81, 2.44, 2.72], [2.43, 2.69, 3.95], [0.08, 0.83, 0.88], [-1.44, 0.88, 2.02], [-2.10, -0.28, 2.53], [-3.14, -0.21, 3.45], [-3.56, 1.02, 3.93], [-2.94, 2.17, 3.49], [-1.89, 2.11, 2.56], [0.88, 2.31, 0.04], [0.36, 3.63, 0.18], [0.97, 4.73, -0.40], [2.14, 4.57, -1.14], [2.69, 3.30, -1.29], [2.07, 2.19, -0.70], [2.73, 2.06, 5.98], [1.25, 0.09, 5.74], [0.16, -0.39, 3.67], [2.06, 3.14, 1.96], [3.09, 3.55, 4.05], [-1.87, -1.27, 2.21], [-3.63, -1.12, 3.79], [-4.37, 1.07, 4.65], [-3.25, 3.13, 3.89], [-1.44, 3.04, 2.32], [-0.53, 3.83, 0.72], [0.54, 5.72, -0.28], [2.61, 5.43, -1.59], [3.60, 3.17, -1.86], [2.53, 1.25, -0.83]]}

No. 2
{"formula": "C3H37NO16S", "method": "wB97M-V/def2-TZVPD", "homo_energy_ev": -9.22, "homo_lumo_gap_ev": 9.06, "lumo_energy_ev": -0.16, "species": ["C", "C", "S", "C", "N", "O", "H", "H", "H", "H", "H", "H", "H", "H", "H", "O", "H", "H", "O", "H", "H", "O", "H", "H", "O", "H", "H", "O", "H", "H", "O", "H", "H", "O", "H", "H", "O", "H", "H", "O", "H", "H", "O", "H", "H", "O", "H", "H", "O", "H", "H", "O", "H", "H", "O", "H", "H", "O"], "positions_angstrom": [[-1.41, 0.84, -1.69], [-2.04, 1.81, -0.70], [-1.90, 1.16, 0.99], [0.06, 0.65, -1.43], [0.50, -0.23, -0.47], [0.89, 1.45, -1.86], [-2.04, -0.03, -1.83], [-1.48, 1.22, -2.70], [-1.63, 2.81, -0.78], [-3.09, 2.00, -0.90], [-2.95, 1.78, 1.58], [1.50, -0.34, -0.32], [-0.16, -0.90, -0.18], [-4.36, -2.36, -1.59], [-2.92, -1.97, -1.33], [-3.84, -1.68, -1.12], [0.00, 1.38, -4.19], [1.40, 1.16, -4.14], [0.61, 0.72, -4.46], [3.35, 1.16, -2.08], [3.88, 0.18, -1.01], [4.02, 0.46, -1.93], [-2.05, 4.70, 1.17], [-2.89, 4.34, -0.14], [-2.74, 4.18, 0.79], [1.39, 4.78, 0.75], [0.84, 4.61, -0.77], [0.82, 5.16, 0.04], [0.17, -0.28, 3.19], [0.28, 1.13, 2.79], [0.52, 0.58, 3.56], [1.12, -3.10, -1.95], [1.11, -4.52, -1.33], [0.79, -3.62, -1.15], [3.63, 0.13, 1.74], [4.36, -1.06, 1.30], [3.71, -0.43, 0.95], [2.63, 2.80, 2.29], [2.14, 2.43, 0.92], [2.07, 3.13, 1.59], [-2.92, -3.20, 1.93], [-2.05, -4.43, 2.16], [-1.98, -3.48, 2.01], [0.60, -2.10, 2.61], [-0.78, -2.40, 2.14], [-0.14, -1.65, 2.24], [-4.15, -1.78, 1.00], [-3.23, -1.25, 2.10], [-3.99, -1.83, 1.97], [2.14, 0.96, 3.40], [3.43, 0.26, 3.49], [3.06, 0.98, 3.01], [2.89, -0.87, -3.06], [3.36, -2.24, -2.66], [2.82, -1.81, -3.32], [-1.02, -3.62, -1.20], [-2.32, -4.06, -0.29], [-2.00, -3.69, -1.08]]}

No. 3
{"formula": "CH4OSSi", "method": "wB97M-V/def2-TZVPD", "homo_energy_ev": -8.80, "smiles": "O=[SiH2].C=S", "homo_lumo_gap_ev": 8.12, "lumo_energy_ev": -0.68, "species": ["O", "Si", "H", "H", "C", "S", "H", "H"], "positions_angstrom": [[-1.59, -1.02, 0.28], [-0.41, -2.00, 0.36], [0.38, -2.72, -0.57], [0.39, -2.27, 1.57], [0.22, 2.03, -0.39], [1.18, 1.96, -1.65], [-0.29, 1.15, 0.06], [0.12, 2.87, 0.34]]}

No. 4
{"formula": "C26H25ClIrN2OS8", "method": "wB97M-V/def2-TZVPD", "homo_energy_ev": [-12.86, -13.18], "multiplicity": 6, "homo_lumo_gap_ev": [6.52, 5.04], "lumo_energy_ev": [-6.35, -8.14], "charge": 2, "species": ["Ir", "C", "C", "S", "C", "C", "S", "C", "C", "S", "H", "H", "H", "H", "H", "H", "H", "H", "H", "H", "H", "H", "Cl", "C", "C", "C", "C", "O", "C", "C", "N", "C", "C", "C", "C", "C", "C", "C", "C", "N", "C", "C", "H", "H", "H", "H", "H", "H", "H", "H", "H", "H", "C", "S", "C", "C", "S", "S", "C", "S", "S", "H", "H", "H"], "positions_angstrom": [[-0.69, -0.20, -0.14], [-0.52, -4.47, 0.59], [0.43, -4.11, 1.66], [-1.49, -1.47, 2.37], [-3.02, -0.59, 2.61], [-3.90, -0.43, 1.37], [-3.09, -0.17, -0.24], [-3.43, -1.80, -0.99], [-2.81, -3.02, -0.32], [-1.00, -3.05, -0.48], [-1.44, -4.91, 0.99], [-0.09, -5.20, -0.09], [1.50, -4.11, 1.46], [0.10, -3.90, 2.66], [-2.70, 0.38, 2.99], [-3.61, -1.05, 3.41], [-4.58, 0.41, 1.52], [-4.52, -1.31, 1.24], [-3.09, -1.71, -2.02], [-4.51, -1.89, -1.00], [-3.21, -3.91, -0.81], [-3.10, -3.08, 0.74], [2.97, -2.40, -6.02], [1.86, -1.88, -4.81], [0.50, -1.75, -5.13], [-0.40, -1.34, -4.18], [0.01, -1.06, -2.87], [-0.95, -0.69, -2.02], [1.38, -1.18, -2.54], [1.96, -0.85, -1.28], [1.33, -0.43, -0.23], [2.01, -0.07, 0.97], [3.30, -0.37, 1.31], [3.85, 0.15, 2.51], [3.13, 0.98, 3.32], [1.80, 1.30, 2.99], [1.01, 2.22, 3.71], [-0.25, 2.54, 3.26], [-0.76, 1.88, 2.14], [-0.07, 0.97, 1.48], [1.23, 0.73, 1.84], [2.29, -1.59, -3.54], [0.17, -1.97, -6.13], [-1.45, -1.23, -4.43], [3.04, -0.93, -1.22], [3.92, -1.00, 0.69], [4.87, -0.11, 2.76], [3.57, 1.40, 4.21], [1.41, 2.69, 4.60], [-0.86, 3.27, 3.77], [-1.75, 2.09, 1.77], [3.34, -1.68, -3.30], [2.55, 3.01, -1.56], [1.95, 3.49, 0.08], [0.42, 4.27, -0.26], [-0.68, 3.72, -0.96], [-0.84, 2.19, -1.63], [-2.00, 4.83, -1.18], [-1.34, 6.19, -0.31], [-2.13, 7.57, -0.03], [0.26, 5.87, 0.31], [3.57, 2.67, -1.39], [2.57, 3.88, -2.22], [1.95, 2.21, -1.99]]}

No. 5
{"formula": "C46H35BrMnO9P2S", "method": "wB97M-V/def2-TZVPD", "homo_energy_ev": [-0.55, -0.90], "multiplicity": 6, "homo_lumo_gap_ev": [4.38, 4.73], "lumo_energy_ev": [3.83, 3.83], "charge": -2, "species": ["Mn", "O", "C", "O", "C", "C", "C", "C", "C", "C", "S", "H", "H", "H", "H", "O", "P", "C", "P", "O", "C", "C", "C", "C", "C", "C", "C", "C", "C", "C", "C", "C", "C", "C", "C", "C", "C", "C", "C", "C", "C", "C", "C", "C", "H", "H", "H", "H", "H", "H", "H", "H", "H", "H", "H", "H", "H", "H", "H", "H", "H", "H", "H", "H", "H", "H", "Br", "C", "C", "C", "C", "C", "C", "C", "O", "O", "H", "H", "H", "H", "O", "C", "C", "C", "C", "C", "C", "C", "O", "O", "H", "H", "H", "H", "H"], "positions_angstrom": [[0.63, -1.06, 1.35], [-2.45, -2.40, 3.66], [-1.24, -2.20, 3.45], [-0.80, -1.50, 2.48], [-0.24, -2.73, 4.45], [-0.73, -2.98, 5.73], [0.07, -3.46, 6.75], [1.41, -3.71, 6.48], [1.92, -3.48, 5.22], [1.13, -2.98, 4.17], [1.89, -2.79, 2.61], [-1.78, -2.78, 5.90], [-0.34, -3.63, 7.74], [2.06, -4.08, 7.27], [2.97, -3.68, 5.00], [-0.86, -1.32, -0.24], [-1.10, -0.98, -1.67], [-0.60, 0.60, -2.50], [0.02, 1.76, -1.22], [0.68, 1.10, -0.08], [1.15, 2.83, -2.14], [2.39, 2.25, -2.44], [3.36, 2.98, -3.11], [3.12, 4.30, -3.47], [1.91, 4.89, -3.15], [0.93, 4.16, -2.48], [-1.42, 2.70, -0.69], [-2.29, 3.36, -1.56], [-3.42, 3.99, -1.06], [-3.68, 3.97, 0.31], [-2.81, 3.33, 1.18], [-1.68, 2.69, 0.68], [-1.22, -2.41, -2.79], [-1.22, -2.34, -4.18], [-1.32, -3.50, -4.93], [-1.42, -4.73, -4.31], [-1.42, -4.80, -2.92], [-1.32, -3.65, -2.17], [-2.91, -0.53, -1.61], [-3.68, -0.30, -2.74], [-4.99, 0.15, -2.64], [-5.54, 0.39, -1.39], [-4.79, 0.14, -0.25], [-3.49, -0.32, -0.35], [-1.45, 1.05, -3.02], [0.21, 0.41, -3.21], [2.57, 1.23, -2.13], [4.31, 2.52, -3.33], [3.87, 4.86, -4.00], [1.73, 5.92, -3.41], [-0.01, 4.64, -2.22], [-2.10, 3.35, -2.63], [-4.10, 4.50, -1.73], [-4.57, 4.46, 0.69], [-3.02, 3.30, 2.24], [-0.99, 2.16, 1.33], [-1.11, -1.38, -4.67], [-1.31, -3.44, -6.02], [-1.48, -5.64, -4.90], [-1.50, -5.76, -2.43], [-1.29, -3.69, -1.08], [-3.26, -0.49, -3.73], [-5.58, 0.32, -3.53], [-6.55, 0.77, -1.30], [-5.22, 0.31, 0.74], [-2.89, -0.53, 0.53], [-1.72, 1.34, 4.22], [-0.40, 2.70, 4.39], [-0.83, 3.96, 4.78], [0.09, 4.98, 4.98], [1.44, 4.72, 4.80], [1.85, 3.45, 4.42], [0.95, 2.42, 4.18], [1.51, 1.06, 3.73], [2.45, 0.62, 4.40], [1.03, 0.66, 2.64], [-1.89, 4.13, 4.94], [-0.25, 5.96, 5.28], [2.17, 5.50, 4.97], [2.91, 3.23, 4.29], [4.66, -1.53, -0.36], [4.40, -2.31, -1.43], [5.40, -3.04, -2.06], [5.12, -3.80, -3.19], [3.84, -3.82, -3.70], [2.84, -3.09, -3.08], [3.09, -2.34, -1.93], [1.95, -1.63, -1.27], [0.97, -1.36, -2.05], [2.00, -1.37, -0.07], [5.56, -1.70, -0.05], [6.41, -3.00, -1.66], [5.92, -4.36, -3.66], [3.61, -4.41, -4.58], [1.82, -3.10, -3.46]]}

No. 6
{"formula": "C5H8N2", "method": "wB97M-V/def2-TZVPD", "homo_energy_ev": -9.81, "smiles": "C[C@H]1[C@@H](C#N)N1C", "homo_lumo_gap_ev": 10.72, "lumo_energy_ev": 0.91, "species": ["C", "C", "C", "C", "N", "N", "C", "H", "H", "H", "H", "H", "H", "H", "H"], "positions_angstrom": [[-1.97, 0.18, 0.07], [-0.64, -0.35, -0.40], [0.50, 0.56, -0.76], [0.47, 2.00, -0.58], [0.51, 3.13, -0.35], [0.47, -0.16, 0.49], [1.54, -1.08, 0.81], [-1.82, 1.09, 0.66], [-2.63, 0.41, -0.77], [-2.47, -0.56, 0.71], [-0.68, -1.25, -1.02], [1.14, 0.21, -1.57], [1.87, -1.72, -0.02], [1.24, -1.71, 1.65], [2.38, -0.47, 1.14]]}

No. 7
{"formula": "C4H12F6I2N2PtSb", "method": "wB97M-V/def2-TZVPD", "homo_energy_ev": [-16.95, -17.86], "multiplicity": 2, "homo_lumo_gap_ev": [7.23, 7.74], "lumo_energy_ev": [-9.71, -10.12], "charge": 2, "species": ["Pt", "N", "C", "C", "C", "N", "H", "H", "H", "H", "H", "H", "H", "H", "H", "H", "I", "C", "I", "H", "H", "F", "Sb", "F", "F", "F", "F", "F"], "positions_angstrom": [[0.09, -0.11, 0.59], [2.14, -0.13, 0.23], [2.52, 0.41, -1.10], [2.25, 1.91, -1.18], [0.77, 2.22, -1.31], [0.04, 1.86, -0.05], [2.65, 0.33, 0.98], [2.33, -1.14, 0.27], [1.95, -0.14, -1.85], [3.57, 0.19, -1.27], [2.77, 2.32, -2.04], [2.67, 2.41, -0.30], [0.31, 1.67, -2.13], [0.62, 3.28, -1.49], [-0.95, 2.06, -0.17], [0.38, 2.44, 0.72], [-2.70, -0.19, 0.56], [-2.52, -0.52, 2.66], [-0.65, 0.26, 3.28], [-2.53, -1.59, 2.84], [-3.31, 0.00, 3.18], [0.08, -1.47, -1.25], [0.06, -3.36, -0.48], [1.77, -2.78, 0.14], [0.82, -3.94, -2.05], [-0.02, -4.80, 0.64], [-1.73, -3.29, -0.92], [-0.46, -2.19, 1.11]]}

No. 8
{"formula": "C34H59Cl2NO3P", "method": "wB97M-V/def2-TZVPD", "homo_energy_ev": -3.58, "homo_lumo_gap_ev": 5.46, "lumo_energy_ev": 1.88, "charge": -1, "species": ["C", "C", "C", "C", "C", "C", "C", "C", "C", "O", "C", "P", "C", "C", "C", "C", "C", "C", "C", "C", "C", "C", "C", "C", "C", "N", "C", "C", "C", "C", "C", "H", "H", "H", "H", "H", "H", "H", "H", "H", "H", "H", "H", "H", "H", "H", "H", "H", "H", "H", "H", "H", "H", "H", "H", "H", "H", "H", "H", "H", "H", "H", "H", "H", "H", "H", "H", "H", "H", "H", "H", "H", "H", "H", "H", "H", "H", "H", "H", "H", "O", "C", "O", "C", "C", "C", "H", "H", "H", "H", "H", "H", "Cl", "C", "C", "Cl", "H", "H", "H", "H"], "positions_angstrom": [[-6.09, -6.35, -3.43], [-5.37, -5.97, -1.98], [-5.86, -6.79, -0.64], [-5.12, -6.36, 0.79], [-3.91, -5.21, 0.88], [-3.29, -4.90, 2.36], [-2.88, -6.29, 3.19], [-4.53, -4.22, 3.25], [-3.39, -4.41, -0.48], [-2.34, -3.39, -0.51], [-1.07, -4.04, -0.17], [0.37, -3.75, -1.39], [-0.61, -4.38, -2.91], [-0.11, -1.94, -1.77], [0.90, -1.22, -2.89], [0.92, 0.42, -2.78], [-0.50, 1.10, -2.34], [-0.30, 2.75, -2.54], [-1.03, 3.27, -3.95], [-1.64, 4.79, -3.78], [-0.54, 5.92, -3.32], [-0.53, 6.25, -1.71], [0.30, 7.66, -1.47], [0.09, 8.06, 0.13], [1.57, 8.37, 0.80], [1.97, 7.39, 1.87], [3.14, 7.88, 2.72], [3.49, 6.76, 3.86], [2.38, 5.59, 3.54], [1.42, 6.03, 2.27], [-4.17, -4.82, -1.88], [-7.00, -5.60, -3.54], [-5.37, -6.17, -4.35], [-6.52, -7.44, -3.43], [-6.69, -7.64, -0.67], [-5.49, -6.93, 1.76], [-2.42, -4.11, 2.36], [-2.66, -6.02, 4.31], [-1.92, -6.81, 2.76], [-3.81, -7.04, 3.20], [-5.56, -4.27, 2.67], [-4.25, -3.09, 3.48], [-4.65, -4.85, 4.25], [-1.29, -5.21, -0.18], [-0.78, -3.80, 0.95], [1.19, -3.39, -0.24], [0.77, -5.14, -1.16], [1.53, -3.63, -2.24], [-1.62, -3.82, -3.10], [0.07, -4.14, -3.86], [-0.72, -5.56, -2.91], [-1.20, -1.82, -2.25], [0.01, -1.34, -0.76], [2.01, -1.58, -2.80], [0.41, -1.47, -3.94], [1.83, 0.76, -2.13], [1.15, 0.82, -3.88], [-0.65, 0.92, -1.17], [-1.44, 0.73, -2.95], [0.87, 2.97, -2.67], [-0.68, 3.35, -1.61], [-1.91, 2.53, -4.26], [-0.21, 3.34, -4.82], [-2.55, 4.78, -3.03], [-2.09, 5.14, -4.83], [-0.86, 6.93, -3.88], [0.57, 5.68, -3.67], [-1.62, 6.39, -1.27], [0.00, 5.43, -1.06], [1.44, 7.52, -1.75], [-0.12, 8.52, -2.18], [-0.49, 9.10, 0.14], [-0.53, 7.25, 0.71], [1.52, 9.44, 1.28], [2.44, 8.38, -0.01], [3.62, 8.92, 2.46], [4.34, 6.84, 4.66], [2.32, 4.58, 4.16], [0.51, 5.48, 1.77], [-3.86, -4.25, -2.88], [8.03, 1.75, 2.37], [7.25, 2.67, 2.19], [5.93, 2.64, 2.55], [5.29, 3.83, 2.10], [6.40, 4.83, 1.91], [7.57, 3.96, 1.51], [4.77, 3.61, 1.16], [4.56, 4.16, 2.84], [6.16, 5.61, 1.18], [6.62, 5.32, 2.87], [7.60, 3.80, 0.43], [8.52, 4.37, 1.86], [-0.56, -7.99, 5.23], [1.03, -8.66, 4.77], [1.77, -7.76, 3.80], [0.99, -7.72, 2.20], [0.87, -9.66, 4.36], [1.61, -8.76, 5.70], [2.79, -8.13, 3.64], [1.84, -6.73, 4.17]]}

Number 1: calculated total energy -3563.33729 Ha. Number 2: calculated total energy -1793.30830 Ha. Number 3: calculated total energy -803.33936 Ha. Number 4: calculated total energy -4939.90008 Ha. Number 5: calculated total energy -7257.29711 Ha. Number 6: calculated total energy -304.77292 Ha. Number 7: calculated total energy -1822.72193 Ha. Number 8: calculated total energy -2872.24722 Ha.